Record 1
Computed, not measured: 2 unconnected molecules or ions with the total composition C7H7BrO2 in a non-equilibrium geometry, with the ωB97M-V functional and the def2-TZVPD basis.

Last column: Mulliken charge in e.
Atoms and positions in Å:
C -1.418 0.117 1.098  -0.429
C -1.301 1.334 -1.196  -0.684
C -0.042 0.577 1.240  -0.222
C -0.029 1.643 -1.007  -0.314
C -2.149 0.818 -0.128  0.303
C 0.590 1.301 0.262  0.379
C 1.239 -2.428 -0.346  -0.165
O -3.358 0.784 -0.162  -0.574
O 0.739 -1.378 -0.573  -0.282
Br 2.481 1.722 0.257  -0.198
H -2.049 0.029 2.053  0.358
H -1.855 1.476 -2.096  0.457
H 0.452 0.561 2.322  0.273
H 0.637 2.149 -1.694  0.393
H 0.586 -3.358 -0.389  0.223
H -1.672 -0.877 0.822  0.246
H 2.277 -2.639 0.008  0.235

Summary:
SMILES ... O=C1C=CC(Br)=CC1.C=O
LUMO level ... -0.25 eV
Total charge ... 0
Largest force on an atom ... 3.72 eV Å⁻¹
ΔE to the lowest compared entry with this formula, charge and spin ... 201.2 kJ/mol
Gap between HOMO and LUMO ... 8.37 eV



Record 2
Computed, not measured: a molecular structure, C29H28N3O2S3Tc in a non-equilibrium geometry, with the ωB97M-V functional and the def2-TZVPD basis.

Last column: Mulliken charge in e.
Atoms and positions in Å:
Tc 0.148 0.638 -0.034  0.764
C -2.800 -2.599 1.612  -1.688
C -2.100 -1.593 0.737  0.798
S -0.578 -1.000 1.398  -0.074
C -2.558 -1.135 -0.430  0.523
C -3.848 -1.536 -1.082  -1.404
S -1.645 0.068 -1.332  -0.274
H -2.239 -2.781 2.526  0.463
H -2.912 -3.552 1.096  0.371
H -3.789 -2.242 1.899  0.360
H -4.370 -2.276 -0.482  0.393
H -3.668 -1.961 -2.070  0.335
H -4.500 -0.670 -1.208  0.305
C 3.109 2.670 -1.797  -0.921
C 2.472 3.907 -1.220  1.244
C 3.255 4.838 -0.557  -1.172
C 2.683 5.995 -0.044  -0.834
C 1.323 6.194 -0.144  -0.671
C 0.517 5.258 -0.785  -0.235
N -0.865 5.514 -0.858  -0.054
C -1.915 4.677 -0.508  -0.344
C -3.173 4.921 -1.072  -0.484
C -4.244 4.093 -0.810  -0.616
C -4.092 2.971 0.003  -0.854
C -2.859 2.727 0.571  -0.434
C -1.781 3.588 0.358  1.244
C -0.557 3.393 1.178  0.012
O -0.025 4.213 1.862  -0.496
O -0.052 2.111 1.117  -0.861
C 1.094 4.130 -1.373  0.934
C 0.298 3.193 -2.229  -0.143
H 4.150 2.592 -1.488  0.436
H 3.087 2.675 -2.890  0.345
H 2.598 1.757 -1.471  -0.115
H 4.317 4.663 -0.449  0.446
H 3.297 6.722 0.468  0.397
H 0.859 7.059 0.310  0.450
H -1.117 6.480 -1.007  0.317
H -3.288 5.767 -1.737  0.440
H -5.204 4.313 -1.255  0.412
H -4.928 2.316 0.198  0.496
H -2.730 1.886 1.243  0.511
H -0.703 3.553 -2.450  0.377
H 0.166 2.204 -1.744  -0.607
H 0.811 2.977 -3.166  0.525
S 5.125 -1.944 -3.465  -0.129
C 3.649 -1.451 -2.610  0.485
C 3.491 -1.753 -1.261  -0.748
C 2.378 -1.293 -0.590  -0.155
N 1.428 -0.558 -1.193  0.134
C 1.543 -0.328 -2.515  -0.213
C 2.624 -0.758 -3.248  -0.747
C 5.618 -0.316 -4.025  0.160
C 6.429 0.461 -3.215  -0.114
C 6.778 1.728 -3.665  -0.509
N 6.376 2.233 -4.826  -0.557
C 5.619 1.464 -5.602  -0.502
C 5.217 0.181 -5.255  -0.056
H 4.243 -2.318 -0.728  0.468
H 2.236 -1.495 0.464  0.340
H 0.728 0.210 -2.983  0.337
H 2.669 -0.543 -4.305  0.427
H 6.777 0.095 -2.260  0.439
H 7.408 2.366 -3.058  0.415
H 5.324 1.887 -6.553  0.385
H 4.628 -0.412 -5.939  0.522

Summary:
<S²> ... 3.790
LUMO level (spin up / spin down) ... -4.58 / -5.36 eV
Multiplicity ... 4
Total charge ... +1
Largest force on an atom ... 1.00 eV Å⁻¹
ΔE to the lowest compared entry with this formula, charge and spin ... 171.1 kJ/mol
Gap between HOMO and LUMO (spin up / spin down) ... 5.69 / 4.91 eV



Record 3
Computed, not measured: C23H28N2O3S in the gas phase in a non-equilibrium geometry, with the ωB97M-V functional and the def2-TZVPD basis.

Last column: Mulliken charge in e.
Atoms and positions in Å:
C -1.484 -3.050 0.956  -1.558
C -1.853 -2.741 -0.447  0.497
C -1.243 -2.046 -1.457  0.660
N -2.039 -2.106 -2.566  -0.652
C -3.079 -2.806 -2.215  0.451
C -4.193 -3.138 -3.043  -0.039
C -4.391 -2.775 -4.350  -0.439
C -5.599 -3.272 -4.870  -0.504
C -6.301 -4.002 -3.962  -0.395
S -5.503 -4.101 -2.444  -0.099
H -7.245 -4.493 -4.090  0.434
H -5.934 -3.096 -5.877  0.398
H -3.684 -2.174 -4.890  0.482
O -3.027 -3.227 -0.932  -0.419
C 0.051 -1.303 -1.469  -0.449
N -0.172 0.121 -1.283  0.124
C -0.614 0.498 0.041  -1.186
C 0.501 0.481 1.099  -1.161
H 0.106 0.869 2.041  0.521
H 0.800 -0.555 1.271  0.226
C 1.748 1.290 0.689  2.187
C 2.139 0.920 -0.749  -0.860
C 0.933 0.958 -1.698  -1.565
H 1.245 0.651 -2.699  0.504
H 0.562 1.983 -1.762  0.487
H 2.881 1.625 -1.122  0.595
H 2.577 -0.082 -0.757  0.379
C 2.869 0.896 1.679  -1.197
C 4.256 1.508 1.454  -1.143
H 4.998 0.952 2.039  0.356
O 4.337 2.887 1.755  -0.538
C 4.256 3.314 3.054  0.877
C 4.352 2.500 4.176  -0.354
C 4.279 3.062 5.440  -0.702
C 4.110 4.424 5.601  -0.477
C 4.016 5.236 4.482  -0.508
C 4.087 4.689 3.218  -0.399
H 4.014 5.308 2.337  0.397
H 3.884 6.302 4.595  0.372
H 4.051 4.851 6.591  0.386
H 4.355 2.419 6.305  0.365
H 4.489 1.434 4.084  0.316
H 4.540 1.441 0.401  0.516
H 2.535 1.149 2.689  0.704
H 2.996 -0.189 1.635  0.449
C 1.417 2.801 0.794  -1.386
O 2.270 3.647 0.076  -0.656
H 3.144 3.612 0.492  0.478
H 0.423 2.984 0.382  0.565
H 1.393 3.081 1.859  0.393
H -1.415 -0.177 0.347  0.444
H -1.040 1.503 -0.036  0.439
H 0.498 -1.436 -2.456  0.499
H 0.724 -1.746 -0.715  0.181
H -1.590 -4.118 1.142  0.480
H -2.136 -2.522 1.652  0.324
H -0.456 -2.753 1.142  0.200

Summary:
SMILES ... Cc1oc(-c2cccs2)nc1CN1CCC(CO)(CCOc2ccccc2)CC1
LUMO level ... 0.59 eV
Total charge ... 0
Largest force on an atom ... 1.44 eV Å⁻¹
ΔE to the lowest compared entry with this formula, charge and spin ... 220.6 kJ/mol
Gap between HOMO and LUMO ... 8.49 eV



> Number 1 is which compound?

C7H7BrO2